C21H24BrN5O5PPd as an isolated structure, computed with ωB97M-V with the def2-TZVPD basis set.

Properties
HOMO level (spin up / spin down): -16.25 / -16.37 eV
LUMO level (spin up / spin down): -0.31027 / -0.39675 Eh
orbital gap (spin up / spin down): 7.8 / 5.6 eV
⟨S²⟩: 6.09

ORCA input file:
```
! RIJCOSX wB97M-V def2-TZVPD def2/J DEFGRID3
* xyz 3 5
Pd 0.459 0.234 0.017
Br 0.505 2.866 1.058
P 0.496 -2.596 -0.792
O 1.748 -1.753 -0.983
O -0.767 -1.843 -0.572
O 0.655 -0.648 2.064
O 5.462 3.892 -0.044
O -0.762 1.065 -1.594
N 1.062 -2.935 -3.421
N -1.806 0.465 0.895
N 1.916 -3.040 1.465
N 2.345 1.238 -0.069
N -2.486 0.769 -0.110
C -5.255 2.025 -2.917
C -1.363 0.050 3.238
C 4.621 1.702 -0.589
C 2.245 2.480 0.410
C 3.250 3.402 0.444
C -3.455 2.726 -4.382
C -1.320 -0.213 5.655
C -1.971 0.155 4.519
C -2.177 0.437 2.155
C -4.333 1.536 -2.013
C 0.388 -3.671 -2.292
C 0.642 -0.851 4.382
C 3.532 0.863 -0.570
C 0.012 -0.718 5.578
C -2.965 1.639 -2.298
C 0.863 -3.707 0.635
C -2.526 2.235 -3.489
C -1.979 1.156 -1.364
C 0.009 -0.479 3.158
C -4.815 2.619 -4.096
C 4.490 2.999 -0.076
H -5.539 3.005 -4.801
H -3.131 3.200 -5.298
H 3.117 4.398 0.842
H 5.559 1.358 -1.002
H -1.803 -0.123 6.617
H -0.029 -3.835 1.244
H 6.291 3.566 -0.420
H -4.670 1.062 -1.100
H 1.750 -2.277 -3.016
H 2.245 -3.646 2.218
H 1.543 -2.137 1.864
H 1.666 -1.198 4.329
H 3.582 -0.142 -0.965
H -1.467 2.323 -3.687
H -6.313 1.948 -2.710
H -3.192 0.763 2.368
H 2.710 -2.780 0.872
H 0.526 -0.987 6.492
H -2.981 0.538 4.580
H 0.901 -4.622 -2.159
H 1.541 -3.571 -4.063
H 1.231 -4.685 0.330
H 0.390 -2.394 -3.970
H -0.647 -3.862 -2.565
*
```

***

C21H24Cl5CoF5IN4 as an isolated structure, computed with ωB97M-V with the def2-TZVPD basis set.

Properties
HOMO level (spin up / spin down): -6.48 / -6.93 eV
LUMO level (spin up / spin down): -0.03552 / -0.03569 Eh
orbital gap (spin up / spin down): 5.5 / 6.0 eV
⟨S²⟩: 6.03

ORCA input file:
```
! RIJCOSX wB97M-V def2-TZVPD def2/J DEFGRID3
* xyz 0 5
I 0.705 -0.919 6.275
Co -0.634 -0.129 0.476
Cl -3.568 4.129 2.747
Cl 0.395 5.593 -0.581
Cl -2.899 1.166 2.247
Cl 1.154 2.661 -0.954
Cl -1.909 6.366 1.349
F -3.004 -0.414 -1.544
F -1.986 -2.421 -2.492
F -0.795 -2.889 -0.787
F -3.458 -1.382 0.356
F -2.857 -3.506 -0.835
N 0.327 0.395 -4.928
N -0.244 0.181 -2.168
N -1.039 -1.270 2.347
N 1.082 -0.337 0.701
C -1.458 -2.541 2.316
C 2.518 -1.324 2.386
C 2.864 1.032 1.590
C -1.032 0.730 -4.414
C 3.345 -0.894 0.063
C -0.659 -3.008 4.519
C -2.045 -2.488 -1.130
C -0.876 1.206 -2.967
C -0.481 -0.842 3.484
C 2.393 -0.377 1.167
C -0.883 1.953 0.663
C -0.184 3.003 0.071
C 0.940 -0.706 -4.131
C -1.933 2.375 1.487
C -1.301 -3.428 3.361
C -1.528 4.709 1.090
C -0.486 4.352 0.244
C -2.260 3.707 1.717
C 1.044 -0.216 -2.678
C -2.383 -1.123 -0.480
C -0.263 -1.679 4.559
H -1.647 -0.170 -4.438
H 1.727 0.635 -2.615
H 0.285 0.148 -5.920
H -0.488 -3.680 5.345
H -1.681 -4.436 3.273
H 3.357 -0.196 -0.769
H 2.922 1.678 0.719
H 2.030 -2.273 2.177
H 0.292 -1.583 -4.191
H -0.201 0.202 3.521
H 0.919 1.227 -4.803
H -0.276 2.118 -2.922
H -0.849 -0.627 -2.138
H 1.429 -1.011 -2.037
H 3.013 -1.868 -0.290
H 1.922 -0.952 -4.541
H 3.841 0.984 2.061
H -1.859 1.414 -2.547
H -1.484 1.490 -5.049
H 3.565 -1.502 2.618
H 4.352 -0.988 0.459
H 2.043 -0.870 3.249
H 2.152 1.464 2.286
H -1.966 -2.871 1.428
*
```

***

A 2-piece molecular cluster, C21H24ClIN3O6 overall, computed with ωB97M-V with the def2-TZVPD basis set.

Properties
HOMO level: -11.72 eV
LUMO level: -0.18988 Eh
orbital gap: 6.5 eV

ORCA input file:
```
! RIJCOSX wB97M-V def2-TZVPD def2/J DEFGRID3
* xyz 1 1
I 2.792 -2.685 -0.422
Cl -3.005 -2.489 -1.486
O 3.405 -0.606 -2.979
O 1.595 -0.088 -4.135
O -6.014 0.579 0.424
O -7.779 1.604 1.085
O -1.928 -0.670 0.900
O 8.732 -0.110 -0.772
N -1.312 0.623 2.925
N -0.929 -0.604 -0.065
N -6.736 1.037 1.298
C -2.359 0.957 -1.283
C -4.005 -1.003 -1.473
C 8.376 -0.528 0.532
C 2.077 -0.400 -3.088
C 6.650 0.414 -1.972
C 7.806 -0.601 -1.739
C -7.121 1.375 3.700
C -1.076 0.180 -1.142
C 4.077 0.429 -2.209
C -3.325 0.164 -2.207
C 1.088 -0.544 -1.934
C -5.524 0.588 5.315
C -6.306 0.890 2.693
C -5.103 0.263 2.972
C -6.724 1.219 5.019
C -1.530 0.001 1.985
C -0.063 0.233 -2.091
C 5.310 -0.170 -1.487
C -4.712 0.114 4.292
C 1.188 -1.375 -0.788
C 0.156 -1.381 0.123
H -2.175 1.918 -1.761
H -4.948 -1.209 -1.975
H -2.829 1.150 -0.320
H 3.363 0.847 -1.488
H -2.760 -0.237 -3.050
H -0.176 0.880 -2.948
H -4.278 -0.697 -0.465
H 7.416 -1.547 -1.346
H -8.055 1.866 3.470
H -5.220 0.464 6.346
H 5.160 -0.053 -0.412
H 6.584 0.707 -3.021
H 0.187 -2.001 1.007
H 8.329 -0.834 -2.666
H -4.476 -0.110 2.176
H 8.527 -1.605 0.665
H -4.119 0.814 -2.572
H 4.392 1.247 -2.859
H 7.316 -0.315 0.719
H 6.917 1.306 -1.403
H -3.777 -0.376 4.526
H -7.354 1.588 5.817
H 5.292 -1.241 -1.679
H 8.982 0.022 1.247
*
```

***

C21H24F2N7ORuS3 as an isolated structure, computed with ωB97M-V with the def2-TZVPD basis set.

Properties
HOMO level (spin up / spin down): -6.82 / -6.81 eV
LUMO level (spin up / spin down): -0.04706 / -0.02779 Eh
orbital gap (spin up / spin down): 5.5 / 6.1 eV
⟨S²⟩: 0.85

ORCA input file:
```
! RIJCOSX wB97M-V def2-TZVPD def2/J DEFGRID3
* xyz 0 2
Ru -0.976 -0.056 1.877
S 2.308 -1.389 2.978
S 2.432 -3.325 0.777
S -0.632 -1.079 4.518
F -3.631 0.040 2.876
F -3.333 -1.106 1.031
O -0.375 0.348 -0.450
N 0.237 0.387 6.528
N 0.270 -1.934 1.235
N 1.826 0.518 -1.040
N -0.005 1.542 4.559
N -1.942 1.795 1.224
N 0.150 0.227 -2.639
N -0.516 1.609 3.362
C 0.505 0.353 -1.329
C 2.871 0.458 -2.047
C -2.519 2.773 -0.872
C -1.110 -3.248 -1.943
C -2.727 1.873 0.153
C -1.073 -2.557 -0.745
C -0.105 0.418 5.214
C -1.243 0.037 -2.991
C -2.793 -0.861 2.295
C 1.495 -2.170 1.740
C -0.108 2.511 2.512
C 1.102 -4.129 -1.572
C 1.142 -3.425 -0.378
C 2.280 0.697 0.325
C 2.344 0.967 -3.376
C -0.034 -4.028 -2.359
C -0.582 3.548 0.291
C -1.415 3.622 -0.803
C 0.073 -2.625 0.046
C 1.108 0.161 -3.726
C -0.871 2.634 1.309
H 0.628 0.559 -4.621
H 3.231 -0.572 -2.156
H 2.078 2.022 -3.282
H 3.027 -0.056 0.581
H -1.994 -3.188 -2.565
H 1.385 -0.882 -3.926
H 0.703 3.191 2.749
H -3.205 2.807 -1.706
H 1.448 0.599 1.009
H 3.098 0.863 -4.155
H -1.221 4.332 -1.596
H -3.573 1.197 0.135
H -1.910 -1.957 -0.411
H 0.503 -0.509 6.897
H 3.705 1.074 -1.707
H 0.293 4.177 0.386
H -0.091 -4.570 -3.294
H -1.397 -0.947 -3.441
H -1.555 0.810 -3.698
H 1.942 -4.738 -1.879
H -2.855 -1.796 2.857
H -1.843 0.115 -2.091
H 0.735 1.190 6.880
H 2.718 1.691 0.454
*
```

***

A 2-piece molecular cluster, C21H24FNO4S overall, computed with ωB97M-V with the def2-TZVPD basis set.

Properties
HOMO level: -5.68 eV
LUMO level: -0.06185 Eh
orbital gap: 4.0 eV

ORCA input file:
```
! RIJCOSX wB97M-V def2-TZVPD def2/J DEFGRID3
* xyz 0 1
S 0.399 5.320 -0.944
F 0.941 3.991 1.356
O 0.924 2.673 -1.877
O 1.677 5.668 -1.527
O -0.795 5.165 -1.747
O 1.305 1.575 0.105
N -1.696 -0.355 2.527
C 0.947 1.568 -3.986
C 1.054 7.323 0.858
C 0.022 6.602 0.258
C -1.304 6.833 0.622
C -1.823 -1.716 3.042
C -4.031 -0.790 2.524
C 3.289 -1.429 2.852
C -3.320 -1.909 3.294
C -0.568 8.470 2.250
C 3.018 -0.118 3.273
C 2.302 -2.179 2.194
C 1.766 0.439 3.033
C -1.599 7.753 1.631
C -2.974 0.253 2.163
C -0.557 0.268 2.290
C 1.043 -1.629 1.957
C 0.742 -0.325 2.422
C 1.101 1.380 -2.502
C 0.566 3.823 0.084
C 0.761 8.250 1.863
C 0.975 2.579 -0.516
H -3.521 -1.832 4.364
H -2.985 0.470 1.085
H -4.477 -1.185 1.608
H 2.503 -3.201 1.865
H -2.094 6.295 0.105
H -0.616 1.323 2.003
H 2.098 0.996 -2.253
H 0.013 2.082 -4.220
H -1.204 -1.905 3.931
H -3.645 -2.892 2.953
H 1.577 8.797 2.340
H 1.532 1.462 3.321
H 0.934 0.599 -4.490
H 0.286 -2.181 1.398
H 3.786 0.474 3.773
H -2.641 7.902 1.927
H -1.512 -2.430 2.265
H 2.077 7.163 0.527
H 0.342 0.686 -2.117
H -4.822 -0.340 3.117
H 1.783 2.140 -4.395
H -3.117 1.213 2.676
H 4.277 -1.864 3.026
H -0.799 9.197 3.034
*
```

***

C21H24HfI3N4OSb as an isolated structure, computed with ωB97M-V with the def2-TZVPD basis set.

Properties
HOMO level: -19.99 eV
LUMO level: -0.47963 Eh
orbital gap: 6.9 eV

ORCA input file:
```
! RIJCOSX wB97M-V def2-TZVPD def2/J DEFGRID3
* xyz 4 1
Hf 0.148 -0.213 -0.218
I -0.734 -2.374 -2.790
I 2.531 -1.508 -1.894
I 5.231 -1.259 0.893
Sb -3.385 0.135 -0.023
O 1.841 -0.150 1.243
N 2.617 -0.542 3.316
N -0.875 0.899 -1.785
N -1.012 -1.885 0.573
N -0.696 1.434 0.965
C -2.365 -1.771 0.423
C -0.976 1.818 -3.989
C 0.973 -3.268 1.122
C 2.792 -0.096 2.099
C 0.004 2.457 1.528
C -2.699 -4.070 1.022
C -2.309 1.457 -4.094
C 1.241 -2.053 -3.545
C -0.278 1.546 -2.822
C -1.334 -4.182 1.194
C 1.123 2.033 -2.620
C -3.216 -2.830 0.639
C -2.213 0.648 -1.840
C 4.148 0.422 1.750
C -2.018 1.300 1.268
C 1.377 2.775 1.022
C -1.879 3.055 2.891
C -0.503 -3.095 0.956
C -0.570 3.264 2.501
C -2.945 0.912 -2.975
C -2.627 2.084 2.222
H 1.616 -2.983 -3.964
H -0.895 -5.117 1.515
H 1.747 -0.954 3.625
H 1.235 -1.263 -4.288
H 0.007 4.073 2.930
H 1.528 -2.347 0.974
H 1.358 3.775 0.581
H -4.285 -2.701 0.522
H -3.353 -4.917 1.191
H 2.093 2.825 1.844
H -2.333 3.666 3.661
H 1.181 -3.653 2.123
H 1.078 3.046 -2.211
H 4.141 1.210 1.003
H -4.007 0.701 -3.003
H 1.661 2.114 -3.563
H -2.860 1.639 -5.009
H -3.679 1.956 2.445
H 1.344 -4.030 0.433
H 3.362 -0.514 4.001
H -0.477 2.325 -4.805
H 4.715 0.739 2.621
H 1.699 1.401 -1.934
H 1.730 2.066 0.274
*
```

***

| no. | DFT total energy (eV) |
| --- | --- |
| 1 | -122638.9828 |
| 2 | -150050.2164 |
| 3 | -59530.9197 |
| 4 | -75166.3004 |
| 5 | -45395.3407 |
| 6 | -62283.4918 |